[1]
Molecular formula: C8H13FN4O2
Method: DFT, the ωB97M-V functional and the def2-TZVPD basis

Each line ends with the Löwdin charge.
CARTESIAN COORDINATES (ANGSTROEM)
1 C -2.194 1.337 0.582  -0.003
2 C -0.768 1.203 0.658  -0.147
3 C -0.389 0.225 -0.156  -0.201
4 C 2.544 -0.493 1.888  -0.103
5 C 1.138 -1.123 1.405  -0.165
6 C 0.810 -0.898 -0.179  -0.123
7 C 0.256 -1.893 -1.281  -0.072
8 C -1.276 -1.674 -1.015  -0.121
9 N -2.699 0.228 -0.134  0.136
10 N -1.483 -0.359 -0.493  -0.157
11 N -0.765 1.925 -2.064  0.055
12 N 0.263 2.194 1.114  -0.333
13 O -0.324 3.226 1.481  0.051
14 O 1.380 1.881 1.209  0.105
15 F -0.384 1.238 -3.245  -0.136
16 H -2.910 1.899 1.046  0.081
17 H 3.118 -0.646 0.940  0.063
18 H 2.579 0.581 2.339  0.085
19 H 2.951 -1.265 2.634  0.079
20 H 0.400 -0.651 2.029  0.086
21 H 1.213 -2.210 1.451  0.096
22 H 1.770 -0.609 -0.566  0.104
23 H -1.550 1.485 -1.626  0.021
24 H 0.375 -1.342 -2.134  0.063
25 H 0.624 -2.985 -1.352  0.152
26 H -1.851 -1.766 -1.945  0.126
27 H -1.666 -2.380 -0.253  0.134
28 H -1.160 2.874 -2.334  0.123

Forces on the atoms, in the same order (eV/Å):
1.3 -4.5 -2.0
0.3 4.0 1.0
3.7 -3.8 0.9
-0.1 -1.6 -0.1
1.0 0.4 -1.3
-0.2 2.1 1.1
-2.0 -0.5 4.0
-1.3 -2.7 -0.8
3.5 1.9 1.2
-2.2 -1.3 -1.5
0.6 2.9 -0.4
-6.9 0.4 0.6
1.8 0.1 -0.1
2.9 0.1 -0.2
-0.9 0.2 0.4
-1.2 1.9 1.1
0.4 0.8 1.1
-0.2 -2.4 -1.1
-0.4 1.4 -0.9
-0.8 -0.6 0.1
-0.2 0.0 0.8
0.2 1.0 -0.3
-0.7 -0.9 -0.6
1.1 0.9 -2.6
-0.7 2.0 0.4
0.0 -0.3 0.3
0.1 0.2 -0.6
0.9 -1.5 -0.4

Results
energy above the lowest of the compared OMol25 structures with the same formula, charge and spin: 42.26 kcal per mole
LUMO energy: 0.2 eV
SMILES: CC[C@H]1CCn2ncc([N+](=O)[O-])c21.NF
energy: -781.6970 Eh
strongest force on any atom: 0.1355 hartree/bohr
HOMO: -9.53 eV

=====

[2]
Molecular formula: C2H6N2O3
Method: DFT, the ωB97M-V functional and the def2-TZVPD basis

Each line ends with the Löwdin charge.
CARTESIAN COORDINATES (ANGSTROEM)
1 C -0.522 -1.208 0.219  -0.469
2 C -1.084 0.117 0.041  -0.286
3 N 2.675 -0.347 -0.477  -0.015
4 N -2.323 0.112 -0.604  0.091
5 O -0.046 -2.236 -0.194  0.130
6 O -1.039 -0.630 1.293  0.132
7 O 1.663 0.433 0.122  -0.169
8 H -0.399 1.048 -0.010  0.173
9 H 2.996 0.337 -1.267  0.130
10 H 2.226 -1.103 -0.920  0.032
11 H -2.844 1.038 -0.400  0.134
12 H 1.446 0.023 0.937  0.052
13 H -2.868 -0.661 -0.367  0.065

Forces on the atoms, in the same order (eV/Å):
0.7 -0.1 -1.6
1.0 0.8 -2.1
2.2 2.7 -1.2
-0.3 4.9 0.0
-0.5 1.0 1.2
0.4 -1.2 2.3
-0.4 1.1 -0.9
-1.6 -1.7 0.1
-0.6 -1.9 1.8
-0.9 -1.1 -0.9
0.9 -2.3 -0.5
0.2 -0.7 1.4
-1.1 -1.4 0.3

Results
energy above the lowest of the compared OMol25 structures with the same formula, charge and spin: 115.74 kcal per mole
LUMO energy: 0.7 eV
SMILES: N[C@H]1OC1=O.NO
energy: -414.9112 Eh
strongest force on any atom: 0.0947 hartree/bohr
HOMO: -9.51 eV

=====

[3]
Molecular formula: C16H23CrF6N8O6PS5
Method: DFT, the ωB97M-V functional and the def2-TZVPD basis

Each line ends with the Löwdin charge.
CARTESIAN COORDINATES (ANGSTROEM)
1 Cr -0.528 -0.243 0.744  0.313
2 C -0.339 -4.427 -2.651  -0.100
3 C -1.634 -3.765 -2.247  -0.242
4 O -1.911 -4.116 -0.833  -0.334
5 P -1.340 -3.282 0.413  -0.068
6 S -2.629 -2.012 1.313  0.262
7 S 0.326 -2.355 -0.147  0.381
8 O -1.062 -4.603 1.307  -0.325
9 C -0.344 -4.403 2.547  -0.332
10 C 0.102 -5.745 3.065  -0.087
11 H -0.226 -4.249 -3.667  0.048
12 H -0.319 -5.502 -2.484  0.085
13 H 0.522 -3.972 -2.212  0.014
14 H -2.487 -4.041 -2.812  0.104
15 H -1.527 -2.689 -2.285  0.083
16 H -0.986 -3.812 3.252  0.119
17 H 0.507 -3.790 2.392  0.049
18 H -0.868 -6.365 3.159  0.103
19 H 0.680 -5.720 3.992  0.069
20 H 0.738 -6.260 2.325  0.075
21 N -0.743 2.771 3.600  0.070
22 C -1.924 3.240 2.984  -0.125
23 C -2.161 2.404 1.948  -0.181
24 N -1.319 1.330 1.960  -0.011
25 C -0.524 1.561 3.022  -0.336
26 C 0.482 0.660 3.353  -0.277
27 N 0.661 -0.402 2.542  -0.022
28 C 1.639 -1.144 3.132  -0.179
29 C 2.099 -0.558 4.259  -0.139
30 N 1.338 0.605 4.484  0.073
31 H -0.608 2.810 4.590  0.125
32 H -2.278 4.292 3.210  0.113
33 H -2.954 2.499 1.136  0.123
34 H 2.016 -2.045 2.627  0.099
35 H 2.885 -0.859 4.909  0.079
36 H 1.790 1.384 4.932  0.121
37 F 0.019 2.307 -5.598  0.128
38 C -0.320 3.402 -4.901  -0.658
39 F 0.749 3.804 -4.150  0.086
40 F -0.477 4.363 -5.791  0.142
41 S -1.795 3.233 -3.810  0.569
42 O -1.721 4.411 -3.024  -0.278
43 O -2.848 3.103 -4.770  -0.279
44 N -1.569 1.862 -3.046  -0.265
45 S -2.452 1.509 -1.791  0.584
46 O -1.828 0.518 -0.916  -0.371
47 O -3.181 2.581 -1.194  -0.271
48 C -3.789 0.514 -2.478  -0.670
49 F -3.272 -0.580 -3.092  0.114
50 F -4.493 1.198 -3.363  0.147
51 F -4.625 0.120 -1.501  0.131
52 C 5.079 1.436 -1.599  -0.112
53 C 4.742 1.519 -0.117  -0.245
54 C 3.255 1.767 0.076  -0.662
55 N 2.362 0.855 0.070  0.027
56 N 1.080 1.309 -0.116  -0.032
57 C 1.003 2.633 -0.236  -0.648
58 N -0.112 3.298 -0.347  0.157
59 S 2.613 3.334 -0.095  1.083
60 H 6.117 1.273 -1.754  0.048
61 H 4.759 2.380 -2.127  0.084
62 H 4.559 0.647 -2.171  0.086
63 H 5.267 2.324 0.395  0.095
64 H 4.952 0.569 0.376  0.110
65 H -0.966 2.873 -0.114  0.035
66 H -0.180 4.242 -0.673  0.115

Forces on the atoms, in the same order (eV/Å):
-0.4 0.2 0.7
-0.7 -0.4 0.6
1.2 0.2 2.4
-0.4 0.2 -0.7
-1.2 0.1 0.1
0.8 -0.9 -0.6
0.6 0.2 0.0
0.6 0.4 0.5
-0.9 0.4 0.6
-1.7 -1.4 -0.5
0.2 0.1 -2.3
-0.2 0.0 0.1
0.3 0.2 0.7
-0.8 -0.5 -0.4
0.0 0.3 -0.2
0.3 -0.8 -0.4
0.9 0.7 -0.5
1.7 0.6 0.2
-0.4 0.2 0.1
-0.3 0.3 0.1
-0.6 0.4 0.3
-0.3 2.3 0.2
-2.1 0.2 -1.5
0.1 0.2 -0.5
1.7 -1.2 0.3
0.0 0.6 0.3
0.0 -0.3 0.2
0.6 -0.8 -0.8
0.0 -0.2 -0.1
-0.4 -0.5 -0.7
-0.1 0.3 0.5
0.3 -1.7 -0.4
1.2 -0.1 1.4
-0.2 0.5 0.5
0.3 -0.1 0.4
-0.2 0.3 -0.2
-0.2 0.0 0.6
1.8 -0.2 0.3
-0.4 -0.7 -0.1
-0.8 0.5 -0.2
-0.8 -0.6 -1.2
0.1 0.8 0.9
-0.3 0.2 -0.2
0.4 0.0 0.9
0.3 -1.5 -0.1
0.1 1.1 -0.8
0.2 0.8 0.5
-0.4 -1.2 -0.3
-0.4 0.4 0.3
-0.1 0.1 -0.2
0.5 0.0 -0.4
-1.3 1.0 -1.1
-1.2 -0.4 0.4
0.7 -0.4 -0.5
-0.5 -0.5 -0.2
0.2 0.8 0.2
2.5 -2.2 0.5
-0.7 1.6 -0.4
-0.9 1.3 -0.3
1.1 0.0 -0.1
0.5 -0.7 0.6
0.0 0.1 0.7
0.4 -0.1 -0.1
0.1 0.1 0.1
-1.0 -0.7 0.4
0.2 0.1 -0.1

Results
energy above the lowest of the compared OMol25 structures with the same formula, charge and spin: 12.82 kcal per mole
net charge: -1
LUMO energy (alpha / beta): 2.2 / 2.2 eV
multiplicity: 6
energy: -5489.1358 Eh
strongest force on any atom: 0.0648 hartree/bohr
HOMO (alpha / beta): -2.30 / -5.16 eV

=====

[4]
Molecular formula: C27H55IInN4O8
Method: DFT, the ωB97M-V functional and the def2-TZVPD basis

Each line ends with the Löwdin charge.
CARTESIAN COORDINATES (ANGSTROEM)
1 C 1.718 -0.900 -3.012  0.008
2 C 2.242 0.071 -2.508  -0.254
3 C 2.751 1.271 -1.635  -0.267
4 In 1.754 1.240 0.395  0.778
5 C 2.112 -0.788 1.396  -0.246
6 C 2.267 -1.933 0.335  -0.263
7 C 1.122 -2.691 0.013  -0.102
8 C -0.482 1.582 0.068  -0.263
9 C -0.708 2.120 -1.403  -0.294
10 C -2.118 1.772 -2.044  -0.223
11 C -2.155 0.390 -2.821  -0.201
12 C -2.014 -0.906 -1.912  -0.194
13 C -3.364 -1.344 -1.159  -0.183
14 C -3.619 -0.585 0.213  -0.210
15 C -3.242 -1.403 1.516  -0.180
16 C -3.256 -0.350 2.734  -0.206
17 C -1.978 -0.457 3.662  -0.203
18 C -1.813 -1.923 4.291  -0.194
19 C -0.328 -2.399 3.933  -0.232
20 C 0.097 -3.681 4.776  -0.244
21 C 1.132 -3.308 5.952  -0.115
22 C 2.423 2.888 1.793  -0.348
23 C 3.950 2.834 2.235  -0.800
24 C 4.825 1.748 1.495  -0.226
25 I 4.090 2.423 4.395  0.662
26 H 1.160 -1.778 -3.402  0.031
27 H 2.473 2.192 -2.242  0.039
28 H 3.874 1.218 -1.624  0.013
29 H 1.229 -1.068 2.039  0.008
30 H 3.034 -0.784 2.057  0.020
31 H 3.241 -2.174 -0.168  0.087
32 H 0.562 -3.191 0.857  0.026
33 H 0.793 -2.831 -1.055  0.019
34 H -0.976 0.598 0.296  0.002
35 H -0.842 2.334 0.841  0.038
36 H -0.662 3.256 -1.339  0.101
37 H 0.081 1.818 -2.146  0.070
38 H -2.314 2.577 -2.829  0.100
39 H -2.969 1.890 -1.304  0.085
40 H -3.190 0.327 -3.297  0.099
41 H -1.438 0.398 -3.701  0.105
42 H -1.125 -0.880 -1.212  0.094
43 H -1.797 -1.766 -2.628  0.099
44 H -4.261 -1.167 -1.830  0.097
45 H -3.294 -2.449 -0.949  0.077
46 H -3.098 0.406 0.276  0.074
47 H -4.731 -0.363 0.270  0.098
48 H -2.232 -1.898 1.482  0.111
49 H -4.064 -2.148 1.732  0.089
50 H -4.177 -0.476 3.388  0.107
51 H -3.297 0.720 2.367  0.101
52 H -2.046 0.256 4.537  0.105
53 H -1.028 -0.181 3.112  0.103
54 H -2.542 -2.665 3.862  0.104
55 H -1.931 -1.925 5.415  0.106
56 H -0.232 -2.661 2.843  0.075
57 H 0.410 -1.556 4.114  0.100
58 H -0.841 -4.165 5.181  0.094
59 H 0.567 -4.437 4.074  0.097
60 H 1.283 -2.195 5.971  0.065
61 H 0.753 -3.728 6.922  0.059
62 H 2.125 -3.771 5.699  0.063
63 H 1.798 2.765 2.732  -0.007
64 H 2.115 3.864 1.316  0.031
65 H 4.383 3.859 2.020  0.072
66 H 4.678 0.747 1.983  0.040
67 H 4.695 1.750 0.382  0.037
68 H 5.911 2.031 1.681  0.070
69 C -7.750 2.019 -0.260  0.039
70 N -6.551 1.573 -1.019  -0.446
71 O -6.647 0.542 -1.662  0.051
72 O -5.562 2.274 -0.941  0.071
73 H -8.552 1.304 -0.420  0.091
74 H -7.474 2.061 0.792  0.101
75 H -8.028 3.002 -0.634  0.097
76 C -5.428 -4.389 -0.644  0.038
77 N -5.353 -4.713 0.806  -0.445
78 O -5.945 -3.979 1.576  0.049
79 O -4.701 -5.692 1.116  0.060
80 H -6.037 -3.498 -0.774  0.096
81 H -4.414 -4.216 -0.996  0.083
82 H -5.881 -5.241 -1.147  0.097
83 C 7.134 2.745 -3.167  0.021
84 N 6.603 2.892 -1.785  -0.432
85 O 7.073 2.172 -0.921  0.057
86 O 5.731 3.725 -1.618  0.065
87 H 7.899 1.973 -3.167  0.097
88 H 6.310 2.467 -3.801  0.052
89 H 7.554 3.705 -3.460  0.104
90 C 6.015 3.109 -7.564  0.049
91 N 6.124 2.759 -6.123  -0.421
92 O 5.565 3.495 -5.326  0.060
93 O 6.765 1.760 -5.850  0.064
94 H 5.421 4.013 -7.660  0.096
95 H 7.024 3.267 -7.941  0.100
96 H 5.532 2.274 -8.068  0.103

Forces on the atoms, in the same order (eV/Å):
-0.6 -0.6 -0.4
0.3 1.3 1.6
-0.2 -1.1 -2.5
-0.5 -0.1 0.2
1.4 -2.7 0.1
-2.1 0.2 0.8
1.2 0.3 0.2
0.4 0.1 0.0
-1.0 0.4 0.4
0.3 0.5 -0.8
-1.1 0.1 0.6
-0.3 -0.8 -0.8
0.6 0.7 0.2
-0.4 -0.5 0.0
-0.7 1.4 0.6
0.5 0.2 0.6
-0.5 -0.6 0.6
1.5 0.4 -0.7
-0.2 -0.7 0.5
0.3 0.3 -0.2
-0.5 -0.6 -0.9
0.1 -0.3 1.0
-0.7 0.6 -2.0
1.1 0.7 1.2
0.2 0.3 -0.5
1.0 1.3 0.5
0.4 -0.9 0.9
-1.0 0.1 0.1
0.6 0.5 -0.7
-0.9 0.3 -0.5
-1.1 1.4 -0.3
-0.3 1.5 -1.0
0.9 -0.9 1.2
0.3 0.9 -0.4
0.3 -0.8 -0.9
0.1 -1.3 -0.1
-0.6 0.1 0.8
0.1 -0.9 0.8
1.1 -0.4 -0.8
1.1 0.0 0.5
-0.5 0.0 1.3
-1.0 0.1 -0.7
-0.1 0.9 0.8
1.1 -0.2 0.5
-0.1 1.1 -0.2
-0.4 -1.0 -0.4
1.2 -0.2 0.1
-1.0 0.4 -0.2
1.1 0.5 -0.4
1.0 0.0 -0.8
0.0 -1.2 0.1
-0.1 -0.5 -1.1
-1.2 -0.3 0.3
0.6 0.8 0.4
0.1 0.1 -1.2
-0.4 0.5 1.0
-0.9 -1.0 -0.1
1.0 0.5 -0.3
-0.5 0.8 0.9
-0.3 -1.1 0.3
0.6 0.6 -0.8
-0.9 0.5 0.5
0.4 0.2 -1.3
0.6 -0.8 0.6
-0.2 -1.2 0.7
-0.1 0.8 -0.9
-0.2 0.0 1.1
-1.2 -0.5 -0.3
-0.3 -0.1 0.1
0.2 -0.1 -0.1
0.1 0.3 0.1
-0.3 -0.2 -0.1
0.1 0.0 0.0
0.0 0.1 -0.1
0.1 0.0 0.1
-0.2 0.2 -0.2
0.0 0.0 0.1
0.2 -0.3 -0.1
-0.2 0.3 0.0
0.1 -0.1 0.1
-0.1 -0.1 0.0
0.1 0.0 0.1
0.4 -0.3 0.5
0.1 0.0 0.2
-0.2 0.3 -0.2
0.3 -0.2 0.1
-0.1 0.1 0.2
0.1 0.1 0.4
-0.2 0.0 0.0
-0.1 0.2 -0.2
-0.2 0.3 -0.1
0.0 -0.3 -0.8
-0.2 0.2 -0.2
0.0 -0.1 0.1
-0.1 -0.2 0.0
0.1 0.0 0.1

Results
net charge: -1
LUMO energy: 1.3 eV
energy: -2369.8927 Eh
strongest force on any atom: 0.0593 hartree/bohr
HOMO: -3.93 eV